[1]
C4H12N2S | wB97M-V/def2-TZVPD

XYZ file:
```
19
Properties=species:S:1:pos:R:3:forces:R:3
C -0.831769 0.882883 0.283957 -0.90 0.07 0.61
N 0.044030 -0.220944 0.750186 1.47 0.87 -1.59
C 1.421064 0.017393 0.805142 -0.78 -3.81 2.41
C 2.236077 -0.947607 -0.004169 0.24 0.65 -0.54
S 1.592967 -1.166886 -1.650512 -0.07 -0.14 -0.03
C -1.837488 0.375283 -0.748265 0.15 -0.08 -0.10
N -2.733156 -0.667925 -0.297086 -0.37 0.16 0.08
H -0.265785 1.708188 -0.165316 0.18 -0.20 0.10
H -1.377626 1.283815 1.138694 0.01 0.13 0.09
H 0.038163 -0.927599 -0.003528 -0.52 0.10 -0.37
H 1.596836 1.064885 0.088941 0.45 1.51 -0.75
H 1.804667 0.140890 1.816097 0.16 1.23 -0.02
H 2.260958 -1.890299 0.553905 -0.22 -0.04 0.19
H 3.267433 -0.603717 -0.030776 0.15 0.05 0.15
H 2.004104 1.701721 -0.204602 -0.27 -0.29 -0.25
H -1.274949 -0.006846 -1.601115 -0.01 0.01 -0.05
H -2.420712 1.234078 -1.109070 0.09 -0.15 0.15
H -2.290105 -1.565651 -0.169454 0.10 0.04 0.02
H -3.234705 -0.411669 0.546969 0.12 -0.11 -0.10
```
Positions in Å, forces in eV/Å.

## Properties
E_tot = -667.11576 a.u.
Net charge = 0
Energy relative to the best compared isomer or geometry (same formula, charge and spin) = 4.874 eV
HOMO-LUMO gap = 5.6 eV
Multiplicity = 1



[2]
C2H11N3O | wB97M-V/def2-TZVPD

XYZ file:
```
17
Properties=species:S:1:pos:R:3:forces:R:3
C -0.662179 0.925376 1.797414 0.24 -0.60 0.09
N 0.376556 -0.273475 1.731537 -0.13 0.33 0.12
O -0.483815 1.734042 0.761957 0.11 -0.11 -0.30
H -0.073634 0.898338 -0.321247 0.04 -0.18 0.00
H 0.143212 -1.028627 2.371276 -0.01 0.10 -0.06
H 1.295128 0.085518 1.979245 -0.06 0.00 0.05
H -0.513044 1.402393 2.783673 -0.02 -0.04 -0.12
H -1.631146 0.376398 1.825256 0.08 0.11 0.01
C -0.786404 -0.709667 -1.615652 0.15 0.07 0.08
N 0.268631 -0.094575 -0.809058 0.03 0.11 0.61
N 1.545448 0.026278 -1.435822 -0.17 -0.01 0.03
H 0.403503 -0.486106 0.385132 -0.21 0.19 -0.65
H 1.850908 -0.890064 -1.753261 -0.07 0.07 0.01
H 1.466235 0.626209 -2.253824 -0.02 -0.06 0.07
H -0.532083 -1.741077 -1.877558 0.00 0.06 0.02
H -1.709254 -0.709195 -1.033613 0.02 0.00 -0.01
H -0.958063 -0.141766 -2.535454 0.02 -0.03 0.05
```
Positions in Å, forces in eV/Å.

## Properties
E_tot = -322.20987 a.u.
Net charge = 0
Energy relative to the best compared isomer or geometry (same formula, charge and spin) = 2.037 eV
HOMO-LUMO gap = 9.0 eV
Multiplicity = 1



- Among the records above, which one has the lowest HOMO-LUMO gap?
  C4H12N2S